Entry 1:
An isolated molecule of C5H10ClPS. Source: OMol25; level of theory: wB97M-V/def2-TZVPD.

Atoms and positions in Å:
C: -0.90 1.33 -0.28
C: 0.47 1.19 0.36
C: -0.31 -0.91 -1.02
C: -0.78 0.41 -1.59
C: 0.43 -1.24 1.83
P: 1.07 -0.51 0.17
S: 2.80 -1.16 -0.40
Cl: 0.45 0.93 -2.66
H: -1.49 0.93 0.41
H: -1.07 2.35 -0.75
H: 1.11 1.90 0.00
H: 0.42 1.41 1.43
H: -1.12 -1.31 -0.37
H: 0.04 -1.57 -1.91
H: -1.76 0.56 -2.08
H: 0.28 -2.39 2.07
H: 0.98 -1.03 2.74
H: -0.61 -0.92 2.05

Charge: 0
LUMO in eV: 0.635
SMILES: C[P@]1(=S)CC[C@@H](Cl)C1
HOMO energy in eV: -8.568
Relative energy (zero: lowest compared OMol25 entry of this formula, charge and spin) in eV: 0.926


Entry 2:
A structure of composition C5H10CrO3. Source: OMol25; level of theory: wB97M-V/def2-TZVPD.

Atoms and positions in Å:
O: 2.62 1.45 0.52
C: 2.87 0.23 -0.17
C: 1.56 -0.43 -0.58
O: 0.96 -0.88 0.72
C: -0.31 -1.47 0.62
C: -1.29 -0.59 -0.15
O: -1.27 0.73 0.41
C: -2.37 1.53 0.00
Cr: 0.69 1.27 0.36
H: 3.48 -0.44 0.48
H: 3.45 0.40 -1.10
H: 1.71 -1.31 -1.22
H: -0.67 -1.68 1.64
H: -0.25 -2.43 0.09
H: -2.30 -1.01 -0.06
H: -3.30 1.10 0.38
H: -2.23 2.53 0.42
H: -2.41 1.59 -1.10
H: -0.95 -0.59 -1.24

Charge: 0
LUMO (alpha / beta) in eV: -0.019 / -0.198
2S+1: 5
HOMO energy (alpha / beta) in eV: -6.752 / -7.639
Relative energy (zero: lowest compared OMol25 entry of this formula, charge and spin) in eV: 1.406


Entry 3:
A cluster of 2 separate species, C5H10F3NO2S in total. Source: OMol25; level of theory: wB97M-V/def2-TZVPD.

Atoms and positions in Å:
C: -1.21 -1.84 0.96
C: -0.73 -0.72 -1.24
C: -1.34 2.39 0.02
C: 0.37 0.04 0.74
C: 2.61 -0.76 -0.11
N: -0.54 -0.74 0.24
O: 1.20 2.60 0.78
O: 0.66 1.60 -1.43
F: 2.55 -2.01 0.42
F: 3.05 -0.91 -1.46
F: 3.48 -0.05 0.57
S: 0.39 1.80 -0.03
H: -1.05 -1.66 1.95
H: -2.29 -1.88 0.65
H: -0.89 -2.86 0.75
H: -0.46 0.20 -1.69
H: -0.01 -1.45 -1.63
H: -1.74 -1.09 -1.52
H: -1.27 3.20 0.72
H: -1.68 2.64 -1.03
H: -1.83 1.49 0.48
H: 0.73 0.00 1.85

Charge: 0
LUMO (alpha / beta) in eV: -0.125 / -0.132
HOMO energy (alpha / beta) in eV: -8.145 / -7.770
Relative energy (zero: lowest compared OMol25 entry of this formula, charge and spin) in eV: 0.058


Entry 4:
A cluster of 2 separate species, C5H10FN in total. Source: OMol25; level of theory: wB97M-V/def2-TZVPD.

Atoms and positions in Å:
C: 0.42 2.26 -1.38
C: 0.84 1.14 -1.92
C: 0.36 0.06 1.95
C: -0.49 -0.13 0.71
C: 0.10 -1.03 -0.47
N: -0.62 -2.20 -0.79
F: -2.01 -2.11 -1.17
H: -0.47 2.50 -0.81
H: 1.08 3.15 -1.47
H: -0.32 -2.80 -1.48
H: 0.98 0.93 2.02
H: -0.20 0.22 2.90
H: 1.14 -0.76 2.16
H: -0.59 0.93 0.37
H: -1.48 -0.57 0.84
H: 0.20 -0.23 -1.36
H: 1.06 -1.37 -0.09

Charge: 0
LUMO in eV: -0.399
HOMO energy in eV: -8.904
Relative energy (zero: lowest compared OMol25 entry of this formula, charge and spin) in eV: 7.427


Entry 5:
A cluster of 2 separate species, C5H10FN in total. Source: OMol25; level of theory: wB97M-V/def2-TZVPD.

Atoms and positions in Å:
C: 1.46 0.55 0.60
C: 2.77 0.26 -0.01
C: -1.18 -1.91 0.14
C: -1.95 0.87 -0.77
C: -0.76 0.47 0.12
N: 0.47 0.42 -0.23
F: -1.12 0.66 1.46
H: 1.26 0.85 1.69
H: 2.55 -0.23 -0.97
H: 3.32 1.13 -0.34
H: 3.39 -0.19 0.62
H: -1.22 -2.10 -0.88
H: -1.99 -1.96 0.82
H: -0.24 -1.86 0.67
H: -2.13 1.89 -0.80
H: -1.76 0.57 -1.82
H: -2.87 0.59 -0.29

Charge: 0
LUMO (alpha / beta) in eV: 0.268 / 0.163
HOMO energy (alpha / beta) in eV: -7.438 / -8.201
Relative energy (zero: lowest compared OMol25 entry of this formula, charge and spin) in eV: 4.038


Entry 6:
An isolated molecule of C5H10FNO. Source: OMol25; level of theory: wB97M-V/def2-TZVPD.

Atoms and positions in Å:
C: -0.23 -1.11 -0.16
C: 0.41 -1.89 -1.32
C: -1.81 0.75 0.32
C: -0.64 0.26 -0.41
C: 0.87 1.09 0.26
N: 0.92 1.00 1.63
O: -0.23 -1.63 0.93
F: 1.98 0.64 -0.41
H: 1.28 -1.28 -1.64
H: 0.94 -2.69 -0.87
H: -0.24 -2.23 -2.02
H: -1.66 1.83 0.32
H: -2.76 0.48 -0.28
H: -1.92 0.28 1.33
H: -0.56 0.58 -1.48
H: 0.96 2.11 -0.11
H: 1.20 0.04 1.82
H: 1.49 1.77 2.07

Charge: 0
LUMO in eV: 0.945
SMILES: CC(=O)[C@@H](C)[C@@H](N)F
HOMO energy in eV: -9.344
Relative energy (zero: lowest compared OMol25 entry of this formula, charge and spin) in eV: 0.944


Entry 7:
An isolated molecule of C5H10FNS. Source: OMol25; level of theory: wB97M-V/def2-TZVPD.

Atoms and positions in Å:
C: -0.66 -1.11 0.33
C: 0.30 -0.43 -0.72
C: 1.76 -0.22 -0.44
C: 0.84 0.89 -0.40
C: 0.52 1.47 1.00
H: -2.72 -1.29 -0.04
H: -2.17 0.26 0.69
H: -0.40 -0.82 1.44
H: -0.45 -2.21 0.21
H: -1.47 -0.32 -2.43
H: 2.57 -0.39 -1.31
H: 2.16 -0.73 0.48
H: 0.68 1.42 -1.28
H: 0.24 0.52 1.65
H: 1.49 2.00 1.71
N: -2.11 -0.82 0.58
F: -0.56 2.42 0.89
S: -0.03 -0.66 -2.36

Charge: 0
LUMO in eV: 0.747
SMILES: NC[C@]1(S)C[C@@H]1CF
HOMO energy in eV: -8.908
Relative energy (zero: lowest compared OMol25 entry of this formula, charge and spin) in eV: 3.567


Entry 8:
An isolated molecule of C5H10FNS. Source: OMol25; level of theory: wB97M-V/def2-TZVPD.

Atoms and positions in Å:
C: 1.99 -0.26 -1.09
C: 0.60 -0.53 -0.57
C: 0.06 -0.19 1.46
C: -0.12 0.66 0.19
C: -1.52 1.03 -0.23
H: 2.66 0.21 -0.36
H: 1.92 0.44 -1.92
H: 2.37 -1.20 -1.46
H: -0.04 -0.92 -1.41
H: 0.07 -2.21 0.65
H: 0.85 0.24 2.08
H: -0.93 -0.38 1.96
H: -1.48 1.52 -1.19
H: -1.86 1.78 0.52
H: -3.16 -0.36 0.84
N: 0.62 -1.32 0.69
F: 0.70 1.79 0.24
S: -2.72 -0.30 -0.43

Charge: 0
LUMO in eV: 0.654
SMILES: C[C@H]1NC[C@]1(F)CS
HOMO energy in eV: -8.912
Relative energy (zero: lowest compared OMol25 entry of this formula, charge and spin) in eV: 0.736


Entry 9:
A cluster of 2 separate species, C5H10FO3S in total. Source: OMol25; level of theory: wB97M-V/def2-TZVPD.

Atoms and positions in Å:
C: 0.33 -1.64 0.64
C: 0.10 -1.94 -1.88
C: 2.25 2.51 1.35
C: 0.01 -1.12 -0.75
C: -0.21 0.34 -0.77
O: -2.90 -0.91 -0.12
O: -1.61 0.51 1.48
O: -2.55 1.63 -0.44
F: -0.45 0.82 -2.16
S: -1.85 0.42 0.06
H: -0.19 -2.63 0.59
H: -0.21 -1.07 1.32
H: 1.33 -1.61 0.78
H: 0.35 -3.03 -1.73
H: 1.70 1.59 1.50
H: 0.01 -1.67 -2.92
H: 2.48 2.58 0.28
H: 1.75 3.42 1.68
H: 3.09 2.45 1.93
H: -3.44 -0.64 -0.81

Charge: -1
LUMO (alpha / beta) in eV: 3.723 / 2.222
2S+1: 3
HOMO energy (alpha / beta) in eV: -0.516 / -4.975


Entry 10:
A structure of composition C5H10GaO3. Source: OMol25; level of theory: wB97M-V/def2-TZVPD.

Atoms and positions in Å:
O: -1.51 -0.63 -0.58
C: -1.22 -1.18 -1.84
C: 0.16 -1.86 -1.84
O: 1.17 -1.04 -1.35
C: -1.12 0.70 1.28
C: -0.06 1.50 1.86
O: 1.09 1.34 1.04
C: 2.20 2.18 1.33
Ga: 0.30 0.04 -0.17
H: -1.26 -0.42 -2.64
H: -1.98 -1.94 -2.11
H: 0.37 -2.20 -2.88
H: 0.08 -2.77 -1.21
H: -2.11 0.92 1.72
H: 0.15 1.27 2.92
H: 3.03 1.87 0.69
H: 1.94 3.23 1.11
H: 2.48 2.08 2.39
H: -0.41 2.56 1.83

Charge: +1
LUMO (alpha / beta) in eV: -6.645 / -6.646
HOMO energy (alpha / beta) in eV: -13.262 / -13.262
Relative energy (zero: lowest compared OMol25 entry of this formula, charge and spin) in eV: 0.459